Record 1
Density functional theory data (ωB97M-V/def2-TZVPD) for a single C5H8O2 molecule.

Element x y z (Å)
C -1.04 -0.96 0.92
C 0.15 -0.42 0.14
O 1.30 -1.23 0.25
C -0.02 -0.02 -1.35
C 0.38 1.40 -0.94
O -0.59 1.87 0.01
C 0.49 1.05 0.45
H -1.93 -0.36 0.72
H -1.25 -2.01 0.66
H -0.80 -0.84 1.97
H 1.47 -1.40 1.19
H 0.73 -0.51 -1.97
H -1.02 -0.13 -1.78
H 0.96 2.13 -1.49
H 1.15 1.43 1.23

Results
Energy relative to the best compared isomer or geometry (same formula, charge and spin) in kcal per mole: 53.0
Gap between HOMO and LUMO in eV: 10.74
SMILES: C[C@@]1(O)C[C@H]2O[C@H]21
2S+1: 1
LUMO level in hartree: 0.0336

=====

Record 2
Density functional theory data (ωB97M-V/def2-TZVPD) for a single C3H8OS molecule in a non-equilibrium geometry.

Element x y z (Å)
O 1.41 -0.50 1.14
S 0.88 0.57 0.28
C 0.10 1.31 1.77
C -0.03 -0.92 -1.82
C -0.53 -0.37 -0.48
H 0.89 1.74 2.39
H -0.44 0.51 2.25
H -0.50 2.11 1.50
H -0.68 -1.59 -2.35
H 0.91 -1.56 -1.67
H 0.26 -0.19 -2.58
H -1.48 0.13 -0.61
H -0.79 -1.23 0.19

Results
Energy relative to the best compared isomer or geometry (same formula, charge and spin) in kcal per mole: 36.9
Gap between HOMO and LUMO in eV: 9.73
2S+1: 1
LUMO level in hartree: 0.0297

=====

Record 3
Density functional theory data (ωB97M-V/def2-TZVPD) for C6H8Cl2InIrN2O3S as an isolated structure in a non-equilibrium geometry.

Element x y z (Å)
In 7.28 -2.61 -0.58
Ir 0.13 0.41 -0.50
Cl 6.52 -3.08 1.55
Cl -0.17 -0.53 -2.65
C -0.64 1.97 -0.97
C 9.16 -3.10 -0.13
C 7.97 -2.15 -2.37
O -1.17 3.03 -1.31
O 10.20 -3.37 0.17
O 8.34 -1.86 -3.42
C -3.98 1.80 2.03
N -2.66 1.20 1.83
C -2.40 0.13 1.01
S -0.94 -0.73 1.32
N -3.13 -0.29 -0.07
C -4.00 0.57 -0.88
H -4.76 1.25 1.48
H -3.96 2.86 1.72
H -4.25 1.75 3.10
H -1.92 1.58 2.47
H -2.96 -1.23 -0.50
H -3.65 0.58 -1.92
H -5.04 0.19 -0.85
H -3.96 1.62 -0.53

Results
Energy relative to the best compared isomer or geometry (same formula, charge and spin) in kcal per mole: 40.1
Gap between HOMO and LUMO (spin up / spin down) in eV: 5.03 / 4.70
2S+1: 5
LUMO level (spin up / spin down) in hartree: -0.5837 / -0.5951
Net charge: +4

=====

Record 4
Density functional theory data (ωB97M-V/def2-TZVPD) for a single C19H21N3O2 molecule.

Element x y z (Å)
C -3.99 2.71 0.42
H -5.06 2.87 0.54
H -3.48 3.14 1.27
H -3.66 3.23 -0.48
C -3.69 1.21 0.32
C -4.18 0.51 1.58
H -5.26 0.63 1.69
H -3.70 0.93 2.46
H -3.97 -0.56 1.55
C -4.39 0.63 -0.92
C -4.11 -0.84 -1.13
O -4.93 -1.60 -1.59
C -2.75 -1.27 -0.77
C -2.31 -2.58 -1.00
N -1.10 -2.98 -0.68
C -0.29 -2.09 -0.09
N -0.62 -0.83 0.19
C -1.83 -0.41 -0.15
C -2.18 1.00 0.16
H -1.64 1.32 1.05
H -1.81 1.62 -0.67
N 0.94 -2.57 0.22
C 2.06 -2.00 0.81
O 3.02 -2.70 1.01
C 1.96 -0.54 1.17
H 1.53 0.01 0.33
H 1.25 -0.46 2.00
C 3.32 0.04 1.56
C 4.16 0.30 0.34
C 5.12 -0.62 -0.07
C 5.86 -0.39 -1.22
C 5.65 0.76 -1.96
C 4.69 1.68 -1.56
C 3.95 1.44 -0.42
H 3.21 2.16 -0.10
H 4.53 2.58 -2.14
H 6.23 0.94 -2.86
H 6.60 -1.10 -1.53
H 5.27 -1.52 0.50
H 3.83 -0.66 2.22
H 3.16 0.98 2.10
H 1.05 -3.56 -0.02
H -2.96 -3.30 -1.47
H -5.47 0.77 -0.85
H -4.04 1.15 -1.81

Results
Energy relative to the best compared isomer or geometry (same formula, charge and spin) in kcal per mole: 0.0
Gap between HOMO and LUMO in eV: 8.98
SMILES: CC1(C)CC(=O)c2cnc(NC(=O)CCc3ccccc3)nc2C1
2S+1: 1
LUMO level in hartree: -0.0015

=====

Record 5
Density functional theory data (ωB97M-V/def2-TZVPD) for a single C2H5NO2 molecule.

Element x y z (Å)
N -0.86 -1.08 0.29
C -0.44 0.15 0.70
O -0.73 0.65 1.77
C 0.45 0.85 -0.33
O 1.09 -0.04 -1.21
H -1.53 -1.58 0.84
H -0.64 -1.38 -0.65
H -0.20 1.48 -0.95
H 1.14 1.51 0.21
H 1.71 -0.57 -0.68

Results
Energy relative to the best compared isomer or geometry (same formula, charge and spin) in kcal per mole: 7.6
Gap between HOMO and LUMO in eV: 10.50
SMILES: NC(=O)CO
2S+1: 1
LUMO level in hartree: 0.0258

=====

Record 6
Density functional theory data (ωB97M-V/def2-TZVPD) for a single C23H20ClNO molecule.

Element x y z (Å)
O -1.68 -1.60 -2.21
C -1.59 -1.58 -1.00
C -2.68 -2.10 -0.14
C -2.50 -2.45 1.20
C -3.57 -2.94 1.94
C -4.81 -3.09 1.35
C -5.00 -2.76 0.02
C -3.93 -2.27 -0.72
H -4.05 -2.01 -1.76
H -5.96 -2.88 -0.45
H -5.64 -3.47 1.93
H -3.42 -3.21 2.97
H -1.54 -2.34 1.68
C -0.38 -0.99 -0.29
H 0.08 -1.78 0.31
C -0.77 0.22 0.57
N -0.46 1.38 -0.24
C -1.03 2.61 -0.01
C -1.00 3.62 -0.97
C -1.54 4.86 -0.71
C -2.14 5.13 0.51
C -2.17 4.14 1.48
C -1.63 2.90 1.23
H -1.66 2.15 2.01
H -2.62 4.34 2.44
H -2.56 6.11 0.71
H -1.51 5.62 -1.48
H -0.55 3.43 -1.94
C 0.10 1.01 -1.52
C 0.63 -0.41 -1.30
C 2.03 -0.47 -0.75
C 2.52 0.50 0.12
C 3.80 0.40 0.64
C 4.60 -0.68 0.30
C 4.13 -1.66 -0.56
C 2.85 -1.55 -1.08
H 2.48 -2.31 -1.75
H 4.75 -2.50 -0.83
Cl 6.20 -0.81 0.95
H 4.18 1.16 1.31
H 1.91 1.34 0.39
H 0.59 -0.98 -2.23
H 0.90 1.69 -1.81
H -0.66 1.00 -2.30
H -1.83 0.20 0.83
H -0.18 0.24 1.50

Results
Energy relative to the best compared isomer or geometry (same formula, charge and spin) in kcal per mole: 0.0
Gap between HOMO and LUMO in eV: 7.78
SMILES: O=C(c1ccccc1)[C@@H]1CN(c2ccccc2)C[C@H]1c1ccc(Cl)cc1
2S+1: 1
LUMO level in hartree: 0.0031

=====

Record 7
Density functional theory data (ωB97M-V/def2-TZVPD) for C14H11N4O2S2W as an isolated structure.

Element x y z (Å)
W 0.76 -0.59 0.28
N 3.95 1.17 2.58
C 2.94 0.43 2.15
S 3.05 -0.23 0.46
N 1.93 0.13 2.92
N 0.97 -0.50 2.20
C 0.80 -1.84 2.32
C -0.35 -2.54 1.77
C -0.91 -3.73 2.24
C -2.02 -4.22 1.59
C -2.53 -3.55 0.46
C -1.88 -2.44 -0.01
N -0.79 -1.97 0.62
H 4.78 1.29 2.02
H 3.93 1.57 3.51
H 1.56 -2.40 2.86
H -0.50 -4.21 3.12
H -2.51 -5.11 1.95
H -3.40 -3.92 -0.05
H -2.19 -1.92 -0.91
O 0.00 -0.28 -3.76
C 0.12 0.24 -2.69
O 0.66 -0.39 -1.64
C -0.31 1.65 -2.41
C -0.60 2.43 -3.52
C -0.99 3.75 -3.39
C -1.08 4.32 -2.13
C -0.80 3.56 -1.01
C -0.41 2.23 -1.14
S -0.18 1.45 0.45
H -0.52 1.96 -4.50
H -1.21 4.34 -4.27
H -1.38 5.35 -2.01
H -0.87 3.99 -0.02

Results
Energy relative to the best compared isomer or geometry (same formula, charge and spin) in kcal per mole: 23.9
Gap between HOMO and LUMO (spin up / spin down) in eV: 6.59 / 6.59
2S+1: 1
LUMO level (spin up / spin down) in hartree: -0.1731 / -0.1732
Net charge: +1